This record from OMol25 describes CH4BNO2 as an isolated structure. The level of theory is wB97M-V/def2-TZVPD.

Last column: Mulliken charge in e.
Positions of all 9 atoms, in Å:
B1 -1.58813 0.56497 0.27550  0.329
C1 1.44928 -0.69949 0.21235  -0.444
N1 0.89091 0.13389 -0.56185  0.630
O1 1.15223 0.96532 -1.38384  -0.520
O2 -0.79647 -0.22111 -0.45198  -0.508
H1 -1.16309 1.56421 0.67344  -0.083
H2 -2.79649 0.42787 0.21378  -0.056
H3 2.44677 -0.95489 0.21364  0.410
H4 0.40499 -1.78078 0.80896  0.241

Cartesian forces, eV/Å:
B -0.5 0.6 -1.3
C -5.3 -3.5 1.8
N -1.9 -0.3 -0.2
O 0.0 -0.3 0.7
O 1.1 -0.4 -0.3
H 0.4 0.7 0.9
H 0.6 -0.5 0.2
H 2.1 0.0 0.0
H 3.5 3.6 -1.8

Calculated values
- electronic energy (a.u.) = -270.36565
- max |F| (eV/Å) = 6.58
- charge = 0
- relative energy (zero: lowest compared OMol25 entry of this formula, charge and spin) (eV) = 4.380